(1)
A 2-piece molecular cluster, C21H39BFN2O6Si overall at a distorted geometry, computed with wB97M-V/def2-TZVPD.

Cartesian coordinates (Å):
C: 5.97 -2.89 1.57
Si: 5.06 -2.48 -0.03
C: 6.17 -1.34 -1.05
C: 4.73 -4.09 -0.94
O: 3.57 -1.82 0.37
C: 3.15 -0.70 -0.44
C: 1.69 -0.45 -0.05
C: 1.17 0.93 -0.46
O: 0.43 1.66 0.50
B: 0.99 2.03 1.69
O: 0.59 1.28 2.77
O: 1.92 3.05 1.92
C: 2.15 1.88 -1.18
C: 1.18 2.88 -1.82
O: 1.40 4.03 -2.17
N: -0.07 2.25 -1.94
C: 0.10 0.84 -1.61
C: 0.31 -0.11 -2.79
C: 1.36 0.30 -3.83
F: 0.96 -0.10 -5.11
C: -1.21 0.28 -0.90
C: -2.32 1.31 -0.63
C: -3.43 0.58 0.21
C: -4.80 0.58 -0.49
N: -5.55 -0.62 -0.14
C: -5.19 -1.91 -0.25
C: -6.15 -2.73 0.20
C: -7.22 -1.87 0.61
C: -6.81 -0.62 0.37
H: 7.04 -2.95 1.33
H: 5.68 -3.85 1.97
H: 5.85 -2.10 2.32
H: 6.98 -1.96 -1.45
H: 6.63 -0.60 -0.39
H: 5.61 -0.87 -1.85
H: 5.69 -4.48 -1.31
H: 4.26 -4.84 -0.31
H: 4.10 -3.89 -1.81
H: 3.25 -0.98 -1.50
H: 3.79 0.13 -0.16
H: 1.12 -1.26 -0.51
H: 1.64 -0.63 1.02
H: 1.02 1.60 3.57
H: 2.71 2.63 2.26
H: 2.89 2.40 -0.57
H: 2.77 1.41 -1.95
H: -0.55 2.43 -2.82
H: -0.63 -0.14 -3.34
H: 0.52 -1.14 -2.51
H: 2.28 -0.25 -3.64
H: 1.55 1.38 -3.88
H: -1.68 -0.49 -1.54
H: -0.96 -0.24 0.02
H: -2.74 1.71 -1.56
H: -1.90 2.10 -0.02
H: -3.09 -0.42 0.44
H: -3.53 1.09 1.18
H: -4.72 0.70 -1.57
H: -5.36 1.40 -0.05
H: -4.23 -2.23 -0.63
H: -6.11 -3.80 0.26
H: -8.15 -2.17 1.04
H: -7.42 0.25 0.58
C: -2.99 2.08 4.86
C: -3.15 2.40 3.35
O: -4.28 1.84 2.89
H: -2.93 1.00 5.03
H: -2.06 2.53 5.26
H: -3.83 2.48 5.44
H: -2.18 2.07 2.88
H: -3.06 3.52 3.29

The HOMO-LUMO gap is 4.44 eV. For the total energy, the calculation gives -48950.7719 eV. As for the charge: -1. As for the max |F|: 0.0656 Eh/bohr.

***

(2)
A single C5H6ClFO molecule at a distorted geometry, computed with wB97M-V/def2-TZVPD.

Cartesian coordinates (Å):
C: 3.15 -0.46 -0.20
C: 1.72 -0.79 0.12
C: 0.64 0.05 0.09
C: 0.52 1.47 -0.25
O: -0.51 2.09 -0.31
C: -0.66 -0.63 0.56
F: -1.22 0.14 1.56
Cl: -1.79 -0.78 -0.80
H: 3.18 0.63 -0.46
H: 3.77 -0.83 0.65
H: 3.46 -0.99 -1.08
H: 1.64 -1.86 0.48
H: 1.49 2.00 -0.45
H: -0.43 -1.62 0.94

The HOMO-LUMO gap is 9.85 eV. For the total energy, the calculation gives -22568.4112 eV. As for the charge: 0. Its energy relative to the best compared isomer or geometry (same formula, charge and spin) is 0.498 eV. As for the max |F|: 0.0570 Eh/bohr. The SMILES is C/C=C(\C=O)[C@@H](F)Cl.

***

(3)
A single C5H12NPS molecule at a distorted geometry, computed with wB97M-V/def2-TZVPD.

Cartesian coordinates (Å):
C: 4.96 0.98 0.34
P: 3.30 0.63 -0.56
S: 1.69 0.30 0.85
H: 5.51 -0.01 0.71
H: 4.84 1.75 1.24
H: 5.68 1.47 -0.48
H: 3.53 -0.65 -1.23
H: 0.96 1.53 0.79
C: -3.49 -0.52 0.92
C: -3.14 -0.13 -0.51
C: -1.90 -0.85 -1.04
C: -0.68 -0.47 -0.32
N: 0.28 -0.18 0.26
H: -2.69 -0.24 1.62
H: -4.41 -0.02 1.23
H: -3.65 -1.60 1.00
H: -3.00 0.95 -0.57
H: -3.99 -0.38 -1.16
H: -1.77 -0.60 -2.10
H: -2.04 -1.94 -0.99

The HOMO-LUMO gap is 5.45 eV. For the total energy, the calculation gives -26986.2167 eV. As for the charge: 0. Its energy relative to the best compared isomer or geometry (same formula, charge and spin) is 6.545 eV. As for the max |F|: 0.1190 Eh/bohr.

***

(4)
A 2-piece molecular cluster, C26H24Cl2F6N2O2S overall at a distorted geometry, computed with wB97M-V/def2-TZVPD.

Cartesian coordinates (Å):
C: 4.44 1.57 5.56
N: 4.38 0.55 4.54
C: 5.60 0.34 3.77
C: 5.53 1.17 2.52
F: 6.64 1.11 1.74
F: 4.46 0.76 1.76
F: 5.30 2.49 2.84
C: 3.22 -0.13 4.28
C: 3.17 -1.55 4.32
C: 1.99 -2.20 4.04
C: 0.83 -1.48 3.60
C: -0.38 -2.19 3.37
C: -1.68 -1.62 3.23
C: -2.77 -2.47 2.86
C: -4.02 -1.97 2.60
C: -4.25 -0.56 2.64
N: -5.50 -0.01 2.36
C: -5.93 0.23 1.01
C: -6.44 0.36 3.41
C: -6.15 1.72 3.99
F: -7.20 2.25 4.68
F: -5.07 1.65 4.85
F: -5.81 2.62 3.00
C: -3.18 0.29 3.00
C: -1.99 -0.24 3.43
C: 0.99 -0.08 3.38
C: 2.06 0.59 3.91
H: 3.62 1.43 6.27
H: 5.39 1.49 6.10
H: 4.37 2.58 5.13
H: 6.45 0.68 4.37
H: 5.67 -0.71 3.48
H: 4.06 -2.08 4.64
H: 1.92 -3.28 4.15
H: -0.34 -3.28 3.44
H: -2.58 -3.55 2.78
H: -4.87 -2.61 2.35
H: -5.26 -0.28 0.31
H: -6.96 -0.14 0.88
H: -5.93 1.31 0.78
H: -7.44 0.41 2.96
H: -6.38 -0.36 4.23
H: -3.34 1.36 2.93
H: -1.28 0.43 3.92
H: 0.25 0.47 2.80
H: 2.09 1.68 3.95
Cl: 2.21 -7.37 -6.72
C: 1.51 -6.61 -5.35
C: 0.92 -5.35 -5.48
C: 0.35 -4.73 -4.35
C: 0.39 -5.37 -3.12
S: -0.30 -4.55 -1.65
C: 1.07 -3.83 -0.90
Cl: 0.99 -3.07 0.56
O: -1.19 -3.54 -2.19
O: -0.84 -5.61 -0.83
C: 0.98 -6.62 -2.98
C: 1.55 -7.25 -4.10
H: 0.89 -4.85 -6.45
H: -0.12 -3.75 -4.45
H: 1.92 -3.64 -1.55
H: 1.00 -7.12 -2.02
H: 2.01 -8.23 -4.01

The HOMO-LUMO gap is 2.85 eV. For the total energy, the calculation gives -86606.6947 eV. As for the charge: 0. As for the max |F|: 0.0451 Eh/bohr.

***

(5)
C20H46P4ReSe as an isolated structure at a distorted geometry, computed with wB97M-V/def2-TZVPD.

Cartesian coordinates (Å):
Re: 0.26 0.11 -0.31
P: -1.13 -0.39 1.47
P: 1.54 -2.05 -0.53
P: -1.46 -0.62 -1.82
H: 0.76 2.94 -0.81
C: -0.04 2.20 -0.95
C: -0.89 1.98 0.22
H: -0.57 2.46 1.14
C: -0.82 0.25 3.17
C: -1.37 -2.17 1.88
C: -2.90 0.17 1.38
C: 2.71 -2.35 -1.94
C: 2.64 -2.70 0.80
C: 0.50 -3.57 -0.69
C: -2.74 0.65 -2.21
C: -2.55 -2.06 -1.44
C: -0.95 -1.09 -3.52
H: -0.53 2.34 -1.91
H: -1.97 2.03 0.05
H: -0.77 1.35 3.19
H: 0.12 -0.14 3.60
H: -1.64 -0.06 3.84
H: -0.40 -2.66 1.98
H: -1.96 -2.68 1.12
H: -1.89 -2.24 2.85
H: -3.00 1.20 1.03
H: -3.33 0.14 2.40
H: -3.51 -0.46 0.73
H: 3.30 -3.26 -1.72
H: 3.39 -1.50 -2.06
H: 2.16 -2.51 -2.88
H: 3.03 -3.67 0.44
H: 2.10 -2.88 1.74
H: 3.50 -2.04 0.99
H: 1.17 -4.44 -0.61
H: 0.02 -3.59 -1.68
H: -0.25 -3.64 0.11
H: -3.44 0.23 -2.96
H: -2.29 1.55 -2.63
H: -3.32 0.92 -1.32
H: -3.24 -2.20 -2.28
H: -3.14 -1.91 -0.53
H: -1.96 -2.98 -1.33
H: -1.84 -1.07 -4.17
H: -0.52 -2.10 -3.53
H: -0.20 -0.38 -3.91
C: 1.90 2.55 -4.43
C: 1.37 3.82 -4.06
C: 1.56 4.95 -4.88
C: 2.20 4.82 -6.13
C: 2.63 3.56 -6.56
C: 2.45 2.42 -5.74
Se: 1.93 1.01 -3.19
H: 1.43 1.03 -1.57
H: 0.85 3.83 -3.11
H: 1.22 5.95 -4.59
H: 2.34 5.71 -6.75
H: 3.09 3.48 -7.54
H: 2.77 1.44 -6.11
C: 3.58 1.03 0.25
P: 2.00 0.82 1.18
C: 2.56 -0.13 2.66
C: 1.87 2.49 1.94
H: 3.94 0.08 -0.16
H: 4.35 1.43 0.93
H: 3.44 1.73 -0.58
H: 2.52 0.51 3.54
H: 3.59 -0.47 2.50
H: 1.93 -1.02 2.85
H: 0.89 2.70 2.39
H: 2.07 3.27 1.19
H: 2.62 2.57 2.75

Its multiplicity is 4. The HOMO-LUMO gap (spin up / spin down) is 6.33 / 4.94 eV. For the total energy, the calculation gives -126073.5668 eV. As for the charge: +4. Its energy relative to the best compared isomer or geometry (same formula, charge and spin) is 1.848 eV. As for the max |F|: 0.0819 Eh/bohr.

***

(6)
A 6-piece molecular cluster, C5H20ClN10O5 overall at a distorted geometry, computed with wB97M-V/def2-TZVPD.

Cartesian coordinates (Å):
Cl: -6.89 -9.48 -18.30
C: -11.11 -6.31 -21.56
O: -11.92 -5.79 -22.33
N: -11.49 -7.00 -20.49
N: -9.86 -6.09 -21.56
H: -10.80 -7.44 -19.89
H: -12.46 -7.24 -20.42
H: -9.42 -5.33 -22.06
H: -9.37 -6.70 -20.93
C: -2.80 -8.40 -12.84
O: -3.79 -7.84 -12.42
N: -2.81 -9.06 -13.92
N: -1.65 -8.52 -12.25
H: -1.95 -9.55 -14.10
H: -3.62 -9.25 -14.50
H: -0.85 -8.91 -12.73
H: -1.64 -8.00 -11.39
C: -10.10 -11.28 -12.06
O: -9.55 -10.20 -12.07
N: -10.80 -11.75 -11.10
N: -10.20 -11.88 -13.19
H: -11.39 -12.53 -11.35
H: -10.66 -11.44 -10.14
H: -10.72 -12.73 -13.04
H: -9.62 -11.59 -13.96
C: -8.01 -13.09 -23.13
O: -8.12 -13.98 -23.95
N: -7.90 -13.30 -21.86
N: -7.96 -11.81 -23.43
H: -7.80 -14.24 -21.51
H: -7.79 -12.43 -21.34
H: -8.02 -11.53 -24.40
H: -7.92 -11.12 -22.69
C: -3.67 -4.69 -20.33
O: -3.27 -3.66 -20.77
N: -3.81 -5.81 -20.90
N: -4.16 -4.74 -19.17
H: -4.30 -6.48 -20.32
H: -3.69 -5.96 -21.89
H: -4.49 -5.65 -18.87
H: -4.32 -3.85 -18.73

The HOMO-LUMO gap is 6.96 eV. For the total energy, the calculation gives -43173.8674 eV. As for the charge: -1. Its energy relative to the best compared isomer or geometry (same formula, charge and spin) is 6.017 eV. As for the max |F|: 0.1385 Eh/bohr.